Record 1
C2H9N5 | ωB97M-V/def2-TZVPD

The calculation puts the energy above the lowest of the compared OMol25 structures with the same formula, charge and spin at 95.52 kcal/mol. The calculated total energy comes out at -9649.40719 eV. The total charge is +2. Its HOMO-LUMO gap is 0.3232 hartree.

Each line ends with the natural charge from an NBO analysis.
Element x y z (Å)
C -1.2015 -0.0077 -0.8275  0.632
C 1.0642 1.4315 1.7948  -0.455
N -0.4101 0.7777 0.1864  -0.052
N -0.7592 -1.1791 -1.2165  -0.349
N -2.2419 0.6312 -1.1312  -0.650
N 0.5346 -1.5333 -0.7730  -0.691
N 0.6395 0.4747 0.8207  -0.027
H 2.0686 1.6385 1.8607  0.286
H 0.3847 2.2714 1.6339  0.272
H 0.7832 0.9134 2.8869  0.315
H -1.2892 -1.7224 -1.8847  0.447
H -2.4429 1.4093 -0.5012  0.476
H -2.9411 0.3278 -1.8483  0.484
H 1.2230 -1.2883 -1.4956  0.408
H 0.6845 -2.5239 -0.5251  0.438
H 1.2004 -0.3605 0.6268  0.466

---

Record 2
C5H11NO | ωB97M-V/def2-TZVPD

The calculation puts the energy above the lowest of the compared OMol25 structures with the same formula, charge and spin at 9.11 kcal/mol. The calculated total energy comes out at -8901.30231 eV. As for the SMILES: CNC(=O)C(C)C. The total charge is 0. Its HOMO-LUMO gap is 0.3844 hartree.

Each line ends with the natural charge from an NBO analysis.
Element x y z (Å)
C -0.2976 -2.8082 -0.5109  -0.419
N -0.0369 -1.3810 -0.6220  -0.616
C -0.6195 -0.3380 0.0209  0.688
O -1.6620 -0.3550 0.6520  -0.631
C 0.3059 0.9137 -0.0743  -0.299
C -0.4733 2.1189 -0.5727  -0.606
C 0.8812 1.0807 1.3320  -0.604
H 0.5652 -3.3281 -0.0748  0.197
H -0.5104 -3.2706 -1.4827  0.200
H -1.1595 -2.9771 0.1401  0.233
H 0.8082 -1.0083 -1.0125  0.388
H 1.1660 0.7759 -0.7583  0.183
H -1.4200 2.1688 -0.0318  0.229
H -0.6869 2.0290 -1.6450  0.209
H 0.0881 3.0461 -0.4158  0.206
H 1.4444 2.0132 1.4358  0.209
H 0.0543 1.0734 2.0454  0.227
H 1.5528 0.2467 1.5747  0.207

---

| no. | largest force on an atom (Eh/bohr) | HOMO (eV) |
| --- | --- | --- |
| 1 | 0.1015 | -20.05 |
| 2 | 0.0229 | -9.62 |